Formula: C24H30N4O5
Source: the OMol25 dataset
Level of theory: ωB97M-V/def2-TZVPD

Calculated values
**Energy above the lowest of the compared OMol25 structures with the same formula, charge and spin**: 60.3 kcal/mol
**SMILES**: CCN(CC)CCN1C(=O)C(=O)/C(=C(/O)c2c(C)[nH]c(C(=O)OC)c2C)[C@@H]1c1cccnc1
**Kohn-Sham gap**: 8.005 eV
**E_tot**: -1527.791121 hartree
**Lowest unoccupied orbital energy**: -0.173 eV

```
! RIJCOSX wB97M-V def2-TZVPD def2/J DEFGRID3
* xyz 0 1
C -6.493 -2.014 0.061
C -5.143 -2.601 0.458
N -4.077 -2.271 -0.477
C -2.885 -3.062 -0.197
C -1.806 -2.925 -1.265
C -3.856 -0.858 -0.668
C -3.314 -0.045 0.539
N -1.878 0.007 0.597
C -1.137 -0.671 1.504
O -1.581 -1.406 2.361
C 0.325 -0.368 1.205
O 1.275 -0.786 1.831
C 0.313 0.527 0.060
C 1.378 1.120 -0.528
O 1.148 2.090 -1.450
C 2.764 0.789 -0.239
C 3.748 1.720 0.083
C 3.641 3.188 0.304
N 4.907 1.053 0.236
C 4.715 -0.287 0.004
C 5.813 -1.235 0.052
O 5.753 -2.413 -0.203
O 6.970 -0.618 0.410
C 8.106 -1.463 0.492
C 3.375 -0.490 -0.290
C 2.730 -1.784 -0.607
C -1.116 0.862 -0.288
C -1.418 2.323 -0.044
C -1.986 3.126 -1.022
C -2.228 4.461 -0.739
C -1.888 4.938 0.517
N -1.349 4.180 1.457
C -1.125 2.909 1.185
H -6.544 -0.945 0.256
H -6.679 -2.191 -0.996
H -7.278 -2.497 0.637
H -5.230 -3.691 0.452
H -4.899 -2.302 1.491
H -2.463 -2.835 0.793
H -3.210 -4.107 -0.178
H -1.069 -3.712 -1.129
H -1.286 -1.972 -1.199
H -2.244 -3.025 -2.256
H -4.809 -0.420 -0.968
H -3.170 -0.741 -1.510
H -3.649 -0.499 1.474
H -3.698 0.979 0.485
H 1.987 2.406 -1.809
H 2.600 3.487 0.393
H 4.156 3.467 1.222
H 4.099 3.743 -0.517
H 5.792 1.447 0.514
H 7.931 -2.264 1.213
H 8.319 -1.910 -0.482
H 8.932 -0.833 0.813
H 1.901 -1.650 -1.299
H 2.336 -2.214 0.314
H 3.460 -2.474 -1.019
H -1.335 0.629 -1.340
H -2.230 2.715 -1.992
H -2.669 5.114 -1.477
H -2.050 5.972 0.789
H -0.685 2.325 1.984
*
```